# 1
A molecular structure, C16H45IN17O12PS in a non-equilibrium geometry, computed with ωB97M-V/def2-TZVPD.

Last column: Mulliken charge in e.
Cartesian coordinates (Å):
O  1.919  -1.497  1.576  -0.622
S  1.125  -0.993  0.452  0.799
O  0.051  0.128  1.020  -0.134
C  0.590  1.466  0.964  -0.736
C  -0.093  2.395  -0.104  -0.196
C  -1.656  2.254  -0.206  -0.390
C  -2.128  0.968  -1.028  -0.509
N  -2.833  -0.045  -0.231  0.396
C  -3.506  -1.032  -0.967  -0.595
C  -4.085  -1.939  0.037  -0.473
C  -3.750  -1.442  1.402  -0.742
C  -2.973  -0.234  1.131  -0.005
O  0.064  -2.262  0.034  -0.047
P  0.615  -3.060  -1.379  0.094
O  1.771  -2.014  -2.045  -0.423
I  1.740  -5.115  -0.647  -0.118
H  0.408  1.927  1.978  0.248
H  1.705  1.457  0.754  0.386
H  0.148  3.456  0.196  0.325
H  0.370  2.238  -1.113  0.058
H  -2.196  2.341  0.774  0.566
H  -2.007  3.139  -0.820  -0.175
H  -1.184  0.564  -1.511  0.018
H  -2.784  1.284  -1.891  0.561
H  -3.583  -1.129  -2.075  0.345
H  -4.681  -2.843  -0.190  0.440
H  -3.982  -1.835  2.410  0.380
H  -2.475  0.481  1.822  0.262
H  1.326  -1.352  -2.607  0.338
C  -2.629  5.260  -2.686  0.701
O  -2.050  4.852  -1.688  -0.679
N  -3.912  5.700  -2.661  -0.307
N  -2.033  5.307  -3.910  -0.411
H  -4.396  6.038  -3.471  0.138
H  -4.391  5.684  -1.774  0.122
H  -1.081  4.989  -3.972  0.242
H  -2.495  5.638  -4.736  0.148
C  -3.664  -5.306  1.785  0.543
O  -4.223  -4.555  0.999  -0.667
N  -2.319  -5.469  1.817  -0.160
N  -4.341  -6.052  2.705  -0.354
H  -1.853  -6.086  2.461  0.246
H  -1.776  -4.939  1.158  0.084
H  -5.341  -5.966  2.722  0.203
H  -3.887  -6.670  3.353  0.151
C  3.411  3.651  -1.313  0.622
O  2.336  4.169  -1.557  -0.632
N  3.601  2.297  -1.322  -0.337
N  4.526  4.372  -1.007  -0.364
H  4.485  1.863  -1.119  0.261
H  2.808  1.719  -1.541  0.024
H  4.436  5.373  -0.988  0.226
H  5.416  3.954  -0.804  0.180
C  -0.671  -7.685  4.950  0.647
O  -1.230  -6.931  4.162  -0.721
N  0.672  -7.847  4.979  -0.325
N  -1.354  -8.426  5.867  -0.393
H  1.142  -8.458  5.620  0.160
H  1.216  -7.319  4.320  0.169
H  -2.354  -8.336  5.881  0.197
H  -0.908  -9.045  6.516  0.164
C  3.377  -6.007  6.645  0.661
O  3.186  -7.046  6.033  -0.634
N  2.679  -4.867  6.393  -0.346
N  4.305  -5.896  7.635  -0.414
H  2.828  -4.008  6.889  0.167
H  1.982  -4.902  5.670  0.203
H  4.845  -6.715  7.855  0.219
H  4.471  -5.048  8.144  0.154
C  -5.522  7.508  0.636  0.671
O  -5.942  6.955  -0.369  -0.642
N  -6.285  8.355  1.381  -0.416
N  -4.256  7.328  1.100  -0.329
H  -5.952  8.814  2.208  0.155
H  -7.228  8.517  1.075  0.221
H  -3.655  6.709  0.580  0.168
H  -3.901  7.777  1.924  0.167
C  6.584  2.112  -3.901  0.640
O  7.166  1.728  -2.898  -0.674
N  5.302  2.557  -3.877  -0.272
N  7.171  2.129  -5.133  -0.384
H  4.812  2.876  -4.692  0.190
H  4.831  2.560  -2.986  0.207
H  8.121  1.807  -5.196  0.233
H  6.704  2.443  -5.963  0.176
C  2.343  0.899  -6.006  0.583
O  2.161  1.431  -4.924  -0.588
N  3.575  0.801  -6.579  -0.311
N  1.333  0.357  -6.741  -0.401
H  3.738  0.367  -7.468  0.153
H  4.351  1.188  -6.072  0.121
H  0.405  0.407  -6.356  0.239
H  1.471  -0.082  -7.631  0.148

**2S+1**: 1
**LUMO energy**: 0.24 eV
**Frontier orbital gap**: 0.2557 Ha

=====

# 2
6 unconnected molecules or ions with the total composition C16H45NO12 in a non-equilibrium geometry, computed with ωB97M-V/def2-TZVPD.

Last column: Löwdin spin population.
Cartesian coordinates (Å):
C  -21.779  -8.531  10.907  0.001
O  -22.437  -7.935  9.745  0.001
C  -23.073  -8.911  8.923  0.044
C  -24.021  -8.184  7.958  0.069
N  -24.904  -7.205  8.653  0.689
C  -26.189  -7.777  9.203  0.066
C  -26.084  -8.686  10.445  0.052
O  -25.178  -8.031  11.347  0.010
C  -25.218  -8.558  12.683  0.002
H  -21.421  -9.557  10.838  0.000
H  -22.573  -8.474  11.652  0.000
H  -21.024  -7.886  11.356  0.000
H  -23.614  -9.626  9.543  0.001
H  -22.346  -9.494  8.358  0.004
H  -24.724  -8.926  7.581  0.000
H  -23.467  -7.632  7.199  0.022
H  -24.251  -7.063  9.410  0.019
H  -26.648  -8.382  8.420  -0.001
H  -26.911  -6.972  9.341  0.012
H  -25.721  -9.669  10.145  0.003
H  -27.101  -8.782  10.826  0.003
H  -24.591  -7.869  13.249  0.000
H  -24.798  -9.562  12.734  0.000
H  -26.232  -8.592  13.082  0.001
C  -23.346  -6.407  16.046  0.000
C  -22.643  -7.878  15.983  0.000
O  -21.283  -7.715  15.641  0.000
O  -22.930  -5.748  17.244  0.000
H  -24.435  -6.408  16.005  0.000
H  -23.049  -5.797  15.193  0.000
H  -23.176  -8.453  15.226  0.000
H  -22.785  -8.335  16.963  0.000
H  -20.869  -7.062  16.210  0.000
H  -23.702  -5.775  17.814  0.000
C  -25.764  -4.236  20.407  0.000
C  -26.247  -5.135  19.306  0.000
O  -25.367  -6.132  18.844  0.000
O  -24.852  -3.313  19.933  0.000
H  -25.275  -4.760  21.229  0.000
H  -26.554  -3.662  20.890  0.000
H  -26.826  -4.615  18.543  0.000
H  -27.018  -5.727  19.800  0.000
H  -25.402  -6.871  19.457  0.000
H  -23.985  -3.723  19.966  0.000
C  -19.549  -3.592  18.239  0.000
C  -19.376  -5.147  18.050  0.000
O  -20.068  -5.406  16.826  0.000
O  -20.881  -3.139  18.181  0.000
H  -19.024  -2.970  17.514  0.000
H  -19.089  -3.284  19.177  0.000
H  -19.825  -5.680  18.888  0.000
H  -18.377  -5.574  17.969  0.000
H  -20.838  -4.906  17.108  0.000
H  -21.386  -3.430  18.944  0.000
C  -27.800  -6.907  15.333  0.000
C  -28.200  -5.452  15.698  0.000
O  -28.597  -5.446  16.986  0.000
O  -26.773  -7.327  16.186  0.000
H  -27.543  -6.989  14.277  0.000
H  -28.555  -7.658  15.561  0.000
H  -29.042  -5.132  15.083  0.000
H  -27.402  -4.726  15.545  0.000
H  -28.816  -4.522  17.125  0.000
H  -26.914  -6.866  17.016  0.000
C  -25.130  -11.031  17.121  0.000
C  -25.259  -10.868  15.580  0.000
O  -26.243  -10.002  15.153  0.000
O  -24.847  -9.745  17.691  0.000
H  -24.267  -11.692  17.192  0.000
H  -25.927  -11.462  17.728  0.000
H  -25.458  -11.869  15.198  0.000
H  -24.355  -10.469  15.119  0.000
H  -26.250  -9.156  15.607  0.000
H  -25.592  -9.312  18.114  0.000

**Relative energy (zero: lowest compared OMol25 entry of this formula, charge and spin)**: 0.0 kJ/mol
**Charge**: +1
**2S+1**: 2
**LUMO energy (alpha / beta)**: -2.23 / -7.81 eV
**Frontier orbital gap (alpha / beta)**: 0.3156 / 0.1108 Ha

=====

# 3
8 unconnected molecules or ions with the total composition C16H47NO11 in a non-equilibrium geometry, computed with ωB97M-V/def2-TZVPD.

Last column: Mulliken charge in e.
Cartesian coordinates (Å):
C  16.055  59.984  45.451  -1.449
O  15.662  59.166  46.553  -0.394
C  15.037  57.937  46.201  0.097
C  14.655  57.144  47.555  -1.195
N  14.408  55.719  47.330  0.420
H  13.563  55.684  46.717  -0.279
H  15.193  55.174  47.121  0.418
C  14.005  54.986  48.657  -0.636
C  13.476  53.630  48.421  0.352
O  13.072  53.158  49.762  -0.416
C  12.363  51.860  49.843  -0.555
H  16.745  59.434  44.623  0.259
H  16.348  60.891  45.473  0.702
H  15.457  60.239  44.816  0.635
H  15.749  57.348  45.619  0.122
H  14.191  58.137  45.488  0.282
H  13.796  57.558  47.793  0.568
H  15.452  57.160  48.281  0.528
H  13.206  55.615  49.069  0.291
H  15.048  55.036  49.337  0.335
H  14.167  52.910  47.945  0.359
H  12.631  53.600  47.823  -0.162
H  12.157  51.599  50.843  0.289
H  13.128  51.199  49.386  0.302
H  11.319  51.916  49.110  0.127
C  12.633  55.216  44.798  1.062
O  13.934  54.769  44.732  -0.650
O  12.041  55.521  43.588  -0.662
O  12.087  55.611  45.746  -0.218
H  12.465  55.083  42.950  0.100
C  10.730  60.258  45.608  -1.580
C  10.676  58.825  45.324  0.608
O  11.346  58.159  46.420  -0.596
H  10.072  60.909  45.092  0.422
H  11.834  60.547  45.555  0.193
H  10.480  60.618  46.489  0.487
H  11.125  58.610  44.317  0.197
H  9.621  58.630  45.278  -0.075
H  11.698  57.248  46.112  0.175
C  17.521  54.502  42.374  -1.166
C  16.853  55.693  42.973  0.070
O  15.482  55.741  42.531  -0.595
H  18.588  54.524  42.352  0.385
H  17.331  54.505  41.305  0.312
H  16.980  53.558  42.751  0.216
H  17.324  56.551  42.523  0.321
H  16.983  55.425  44.132  0.026
H  14.695  55.429  43.036  0.369
C  7.232  56.873  44.474  -1.114
C  8.452  55.975  44.588  0.113
O  9.268  56.202  43.510  -0.535
H  7.628  57.950  44.302  0.172
H  6.380  56.539  45.233  0.268
H  6.549  57.001  43.595  0.333
H  8.263  54.872  44.322  0.228
H  8.581  56.071  45.604  0.299
H  10.298  55.954  43.747  0.329
C  12.902  51.808  43.693  -0.479
O  13.771  52.111  44.687  -0.636
H  12.623  52.687  43.149  -0.137
H  11.839  51.227  44.068  0.050
H  13.453  51.379  43.084  0.717
H  13.862  53.144  44.938  0.374
C  10.083  52.824  45.772  -0.500
O  10.267  53.846  46.687  -0.607
H  10.309  53.365  44.743  0.008
H  9.154  52.358  45.711  0.507
H  11.015  52.093  45.791  0.183
H  11.097  54.206  46.438  -0.014
C  12.413  53.410  39.998  -0.783
O  12.316  54.633  40.602  -0.406
H  11.673  52.767  39.968  0.432
H  12.982  52.687  40.672  0.176
H  12.863  53.531  39.065  0.365
H  11.762  55.221  39.999  0.260

**Relative energy (zero: lowest compared OMol25 entry of this formula, charge and spin)**: 250.3 kJ/mol
**2S+1**: 1
**LUMO energy**: 0.09 eV
**Frontier orbital gap**: 0.3310 Ha

=====

> Which value of 2S+1 does entry 3 give?

1